[1]
Entry from the OMol25 dataset: C9H32O7 as an isolated structure (wB97M-V/def2-TZVPD).

Each line ends with the natural charge from an NBO analysis.
Positions of all 48 atoms, in Å:
C: 1.341 1.567 2.734  -0.235
O: 2.581 1.022 2.976  -0.661
H: 0.714 1.331 3.593  0.152
H: 1.432 2.653 2.718  0.183
H: 0.890 1.173 1.823  0.156
H: 2.382 0.122 3.245  0.407
C: -0.136 -1.467 3.805  -0.293
O: 0.687 -0.934 2.721  -0.704
H: -0.882 -0.765 4.175  0.184
H: -0.691 -2.369 3.543  0.208
H: 0.461 -1.704 4.685  0.194
H: 1.541 -0.780 3.132  0.467
C: -2.466 -2.243 -0.956  -0.242
O: -3.213 -3.176 -0.163  -0.714
H: -2.822 -2.039 -1.966  0.160
H: -2.516 -1.243 -0.525  0.148
H: -1.408 -2.494 -1.035  0.185
H: -4.139 -2.948 -0.275  0.464
C: 0.901 0.241 -2.426  -0.216
O: 1.648 0.034 -3.555  -0.731
H: 0.079 0.937 -2.595  0.165
H: 0.433 -0.722 -2.224  0.146
H: 1.563 0.544 -1.615  0.160
H: 1.844 -0.901 -3.647  0.467
C: 3.025 -0.622 0.817  -0.277
O: 2.295 -1.731 0.280  -0.777
H: 2.385 0.236 1.021  0.174
H: 3.588 -0.949 1.692  0.150
H: 3.882 -0.356 0.199  0.175
H: 1.341 -1.622 0.303  0.471
C: 0.486 0.537 -0.138  -0.644
C: -0.344 -0.733 -0.041  -0.072
O: 0.195 -1.558 0.950  -0.721
H: 1.430 0.283 -0.620  0.222
H: 0.669 1.136 0.754  0.187
H: -0.178 1.076 -0.814  0.216
H: -0.360 -1.253 -0.999  0.168
H: -1.401 -0.560 0.160  0.167
H: -0.102 -1.213 1.795  0.497
C: -1.824 1.490 -2.025  -0.646
C: -1.777 2.723 -3.020  -0.064
O: -2.310 3.965 -2.498  -0.725
H: -1.270 0.624 -2.387  0.216
H: -2.867 1.179 -1.972  0.213
H: -1.487 1.656 -1.002  0.216
H: -2.204 2.494 -3.996  0.167
H: -0.762 2.872 -3.391  0.161
H: -2.632 4.490 -3.235  0.472

Summary:
HOMO energy: -8.79 eV
relative energy (zero: lowest compared OMol25 entry of this formula, charge and spin): 14.360 eV
spin multiplicity: 1
Kohn-Sham gap: 9.13 eV
E_tot: -888.26239 Ha

---

[2]
Entry from the OMol25 dataset: C3H2FO2Pd as an isolated structure (wB97M-V/def2-TZVPD).

Each line ends with the natural charge from an NBO analysis.
Positions of all 9 atoms, in Å:
O: 0.405 -1.261 0.304  -0.513
O: 1.798 1.596 -1.167  -0.237
C: -0.775 -1.228 -0.141  0.290
C: -1.435 0.027 -0.277  0.369
C: 2.036 0.920 -0.283  0.462
H: -1.286 -2.129 -0.502  0.292
H: -2.312 0.187 -0.906  0.265
F: -1.274 0.868 0.705  -0.227
Pd: 1.378 -0.235 1.072  1.298

Summary:
<S²>: 3.758
net charge: +2
HOMO energy (alpha / beta): -20.48 / -22.85 eV
relative energy (zero: lowest compared OMol25 entry of this formula, charge and spin): 0.000 eV
spin multiplicity: 4
Kohn-Sham gap (alpha / beta): 10.16 / 8.20 eV
E_tot: -492.71744 Ha

---

Q: Which value of spin multiplicity does entry 1 give?
A: 1

---

Q: What is the E_tot in the second record?
A: -492.71744 Ha